No. 1
The following is a DFT calculation (the ωB97M-V functional and the def2-TZVPD basis) of a molecular structure, C47H27BrCoF8N3O2SSb at a distorted geometry.

```
91
Properties=species:S:1:pos:R:3:lowdin_charge:R:1
Co -18.21309 -14.67198 -10.39990 0.197
C -18.72926 -17.84946 -10.49785 -0.037
O -18.94038 -16.72488 -9.66936 -0.179
C -19.26740 -16.95250 -8.36203 -0.209
C -19.83713 -18.10545 -7.89869 -0.047
C -20.17145 -18.15250 -6.53341 -0.675
Br -20.55075 -19.84528 -5.83052 0.812
C -20.04730 -17.06972 -5.69891 -0.055
C -19.63512 -15.83568 -6.21061 -0.068
C -19.17091 -15.82033 -7.52812 -0.171
O -18.49719 -14.75025 -8.06345 -0.038
C -19.57316 -14.66959 -5.33898 -0.256
N -19.50802 -14.71667 -4.02115 0.177
C -19.53123 -13.40686 -3.54250 -0.217
C -19.54588 -12.88020 -2.27415 -0.028
C -19.64570 -11.49935 -2.13305 -0.061
C -19.81147 -10.63173 -3.27070 -0.068
C -19.69839 -11.11849 -4.56404 -0.038
C -19.62259 -12.49213 -4.65084 -0.160
N -19.60435 -13.34809 -5.80496 0.143
H -18.02990 -18.54249 -10.00614 0.120
H -18.31045 -17.46310 -11.43486 0.092
H -19.66880 -18.34374 -10.72132 0.104
H -20.12205 -18.92923 -8.55053 0.118
H -20.43931 -17.16580 -4.69390 0.120
H -17.98535 -14.20994 -7.40438 0.145
H -19.37012 -13.56433 -1.44691 0.119
H -19.58546 -11.10286 -1.11881 0.106
H -19.83894 -9.57495 -3.06527 0.098
H -19.74079 -10.52666 -5.48055 0.113
H -19.98479 -13.10734 -6.69270 0.141
F -24.59275 -13.43998 -12.11389 0.118
C -23.22976 -13.47085 -12.13655 -0.091
C -22.48446 -13.88232 -11.02806 -0.099
F -23.05875 -14.16042 -9.82875 0.115
C -21.10402 -14.02008 -11.21217 -0.217
F -20.45555 -14.56333 -10.15585 0.037
C -20.41687 -13.64690 -12.34572 -0.480
S -18.69122 -13.87398 -12.35555 0.794
C -21.16197 -13.10361 -13.38802 -0.167
F -20.56173 -12.80711 -14.60649 0.068
C -22.54672 -13.05998 -13.28166 -0.125
F -23.22087 -12.61268 -14.35473 0.129
F -12.48444 -18.66109 -14.44629 0.074
C -13.43793 -18.06216 -13.69124 -0.248
C -13.45732 -18.30211 -12.29110 0.016
C -14.27621 -17.53371 -11.49595 -0.140
C -15.11157 -16.58975 -12.08006 -0.360
C -15.20423 -16.43045 -13.43722 -0.123
C -14.36765 -17.23119 -14.24165 -0.004
Sb -15.71286 -14.95836 -10.77956 1.616
C -14.32516 -15.47504 -9.18041 -0.351
C -12.91383 -15.39543 -9.32067 -0.117
C -12.06691 -15.72225 -8.27625 0.024
C -12.64540 -16.01376 -6.99268 -0.217
F -11.80132 -16.21020 -5.93913 0.066
C -14.03085 -16.07334 -6.86714 -0.004
C -14.86795 -15.81836 -7.95534 -0.132
C -14.64578 -13.36826 -11.76911 -0.333
C -15.03115 -13.19964 -13.11775 -0.113
C -14.30405 -12.27866 -13.88953 0.022
C -13.35475 -11.47011 -13.24622 -0.255
F -12.85579 -10.47383 -14.00813 0.070
C -12.99384 -11.63491 -11.90958 0.011
C -13.65655 -12.61772 -11.18309 -0.131
H -12.85845 -19.11276 -11.88539 0.127
H -14.30654 -17.74631 -10.42804 0.105
H -15.95248 -15.72026 -13.93439 0.122
H -14.47274 -17.11141 -15.34006 0.139
H -12.49117 -15.27391 -10.30917 0.111
H -11.01637 -15.81814 -8.43566 0.115
H -14.40470 -16.47370 -5.92657 0.127
H -15.93624 -15.90718 -7.81949 0.085
H -15.85336 -13.77887 -13.51525 0.053
H -14.57817 -12.06631 -14.94867 0.140
H -12.24989 -10.95953 -11.46830 0.132
H -13.40475 -12.79484 -10.11986 0.095
N -12.60760 -7.22237 -7.53259 0.198
C -13.37499 -8.05561 -7.78693 -0.182
C -14.34721 -9.02142 -8.07079 -0.208
C -14.00906 -10.36451 -7.84036 -0.015
C -14.85547 -11.37659 -8.19626 -0.010
C -16.08565 -11.03702 -8.84752 -0.217
C -16.47816 -9.66596 -8.98901 0.007
C -15.58363 -8.64890 -8.67649 0.013
C -16.87185 -12.05279 -9.40679 -0.023
C -17.38282 -13.09789 -9.86543 -0.206
H -12.97894 -10.54474 -7.49543 0.140
H -14.60258 -12.41942 -8.00285 0.118
H -17.45543 -9.42843 -9.49660 0.144
H -15.83805 -7.58891 -8.85825 0.139
```

Summary:
Expectation value of S²: 6.05
Frontier orbital gap (spin up / spin down) in eV: 7.226 / 4.288
Charge: +1
Spin multiplicity: 5
LUMO (spin up / spin down) in eV: -3.45 / -6.39


No. 2
The following is a DFT calculation (the ωB97M-V functional and the def2-TZVPD basis) of a molecular structure, C47H30F4N5PV.

```
88
Properties=species:S:1:pos:R:3:lowdin_charge:R:1
V -1.23410 -0.45259 -0.01863 0.540
C 1.31808 -2.38571 2.57850 -0.057
C 2.68922 -2.40060 1.96178 -0.261
C 3.68394 -3.17975 2.55248 -0.047
C 4.97155 -3.21607 2.04677 -0.077
C 5.29515 -2.45224 0.93439 -0.087
C 4.31328 -1.69130 0.32269 -0.102
C 3.00564 -1.66129 0.81244 -0.317
P 1.68667 -0.80067 -0.13873 1.117
C 2.34702 -1.00253 -1.84082 -0.312
C 2.74931 0.09740 -2.59455 -0.093
C 3.21849 -0.05783 -3.89073 -0.098
C 3.29094 -1.32687 -4.44420 -0.098
C 2.89712 -2.42678 -3.69750 -0.045
C 2.42384 -2.28964 -2.39554 -0.253
C 2.05871 -3.51421 -1.60601 -0.035
C 1.91854 0.96128 0.22338 -0.354
C 2.92320 1.47202 1.03657 -0.111
C 2.89551 2.79683 1.45537 -0.137
C 1.83606 3.60349 1.05007 -0.112
C 0.84694 3.10994 0.21626 -0.059
C 0.86002 1.78184 -0.24330 -0.364
C -0.19721 1.21497 -1.07729 -0.209
H 1.19383 -3.23204 3.25228 0.080
H 0.53045 -2.43506 1.82768 0.042
H 1.16518 -1.46677 3.15001 0.065
H 3.42584 -3.79947 3.40244 0.111
H 5.71107 -3.86012 2.50564 0.102
H 6.29718 -2.47557 0.52421 0.097
H 4.55560 -1.13098 -0.57256 0.108
H 2.68872 1.08781 -2.15934 0.101
H 3.51993 0.81055 -4.46401 0.093
H 3.65205 -1.46284 -5.45668 0.093
H 2.95456 -3.42074 -4.12643 0.112
H 1.75826 -4.32977 -2.26325 0.087
H 1.23487 -3.31329 -0.92135 0.045
H 2.90523 -3.86118 -1.00633 0.099
H 3.72195 0.81736 1.36894 0.096
H 3.67519 3.18712 2.09832 0.088
H 1.78527 4.63414 1.38518 0.090
H 0.03181 3.75405 -0.09608 0.103
H 0.20030 0.69844 -1.95847 0.034
H -0.91721 1.96625 -1.39873 0.041
N -0.75376 0.32880 1.78269 0.131
C -0.42170 0.82805 2.76368 -0.064
C -0.01812 1.45038 3.98586 -0.194
C 1.33897 1.55042 4.29195 -0.021
C 1.72361 2.15489 5.47676 -0.073
C 0.76619 2.65782 6.34775 -0.092
C -0.58406 2.56016 6.03640 -0.085
C -0.98350 1.95725 4.85596 -0.023
H 2.07071 1.16805 3.59279 0.104
H 2.77531 2.23499 5.71866 0.104
H 1.07315 3.12878 7.27316 0.097
H -1.32858 2.95349 6.71625 0.100
H -2.03049 1.87153 4.59646 0.120
C -2.84452 0.13563 0.18162 -0.166
C -4.05641 0.70304 0.68533 -0.338
C -5.29506 0.03557 0.58588 -0.066
C -6.45211 0.58832 1.10412 -0.121
C -6.42773 1.82272 1.74915 -0.140
C -5.21710 2.49938 1.85834 -0.128
C -4.05618 1.95722 1.33302 -0.076
H -5.31836 -0.93060 0.09733 0.105
H -7.38780 0.04786 1.01169 0.089
H -7.33638 2.24939 2.15650 0.080
H -5.18112 3.46522 2.35172 0.086
H -3.11720 2.49504 1.40453 0.097
F -0.22602 -4.80767 1.44130 0.085
C 0.28647 -5.62358 0.49944 -0.175
C 1.46853 -6.27125 0.79287 -0.159
F 2.03212 -6.01211 1.99047 0.073
C 2.09582 -7.15472 -0.09506 -0.074
C 1.39861 -7.31102 -1.30339 -0.162
C 0.24130 -6.62208 -1.60633 -0.179
F -0.30155 -6.80928 -2.82371 0.090
C -0.36736 -5.74019 -0.72067 -0.098
C -1.54331 -4.90713 -1.05640 -0.212
C -1.44841 -3.54814 -0.89529 -0.178
N -1.36016 -2.39148 -0.74220 0.077
C -2.75029 -5.47156 -1.52068 -0.253
N -3.73301 -5.94964 -1.90225 0.089
F 1.86676 -8.16957 -2.23087 0.078
C 3.33814 -7.83550 0.20414 -0.228
C 3.81268 -8.00050 1.52279 -0.288
N 4.23941 -8.16420 2.58834 0.080
C 4.18060 -8.35142 -0.80406 -0.287
N 4.90590 -8.78812 -1.59567 0.081
```

Summary:
Expectation value of S²: 1.15
Frontier orbital gap (spin up / spin down) in eV: 5.485 / 5.420
Charge: -2
Spin multiplicity: 2
LUMO (spin up / spin down) in eV: 3.48 / 3.41


Calculated E_tot, -204511.4554 -102521.5824 eV (same order as the records).
Calculated energy relative to the best compared isomer or geometry (same formula, charge and spin), 32.3 0.0 kJ/mol (same order as the records).